Computed, not measured: a gas-phase ion, C8H11N2S (charge +1) in a non-equilibrium geometry, with ωB97M-V with the def2-TZVPD basis set.

XYZ file:
```
22
Properties=species:S:1:pos:R:3:lowdin_charge:R:1
C -1.033 2.670 -2.193 -0.158
C -1.958 1.901 -2.830 -0.376
S -2.186 0.389 -2.073 1.087
C -0.999 0.783 -0.865 -0.510
C -0.721 -0.192 0.178 -0.166
N -0.634 0.275 1.604 0.197
C 0.595 -0.265 0.954 -0.174
N 1.210 -1.348 1.630 -0.066
C 2.390 -1.988 1.093 -0.090
C 1.107 -2.718 1.166 -0.093
C -0.479 2.037 -1.066 -0.114
H -0.751 3.653 -2.521 0.115
H -2.519 2.135 -3.712 0.078
H -1.287 -1.113 0.085 0.148
H -0.703 1.274 1.794 0.182
H -1.046 -0.301 2.339 0.187
H 1.304 0.525 0.713 0.170
H 3.154 -2.192 1.828 0.117
H 2.756 -1.666 0.127 0.122
H 0.570 -2.911 0.246 0.115
H 0.964 -3.452 1.946 0.114
H 0.266 2.502 -0.443 0.115
```

Results
calculated total energy: -22281.0048 eV
energy relative to the best compared isomer or geometry (same formula, charge and spin): 0.766 eV
Kohn-Sham gap: 9.7 eV
total charge: +1
SMILES string: c1csc([C@@H]2[NH2+][C@H]2N2CC2)c1
HOMO energy: -12.655 eV

---

Computed, not measured: C8H11N3 in the gas phase in a non-equilibrium geometry, with ωB97M-V with the def2-TZVPD basis set.

XYZ file:
```
22
Properties=species:S:1:pos:R:3:lowdin_charge:R:1
C -1.608 1.154 3.172 -0.054
C -1.173 0.445 1.943 -0.191
N -0.648 1.035 0.948 0.105
C 0.015 0.598 -0.293 -0.147
C 0.409 -0.628 -0.675 -0.217
C 1.225 -1.531 -1.511 -0.145
C 0.510 -2.017 -0.274 -0.151
N 0.280 1.820 -1.086 -0.085
C 1.166 1.818 -2.247 -0.017
C 0.348 2.936 -0.350 -0.351
N 0.493 3.967 0.133 0.151
H -2.620 1.455 2.923 0.086
H -0.988 2.101 3.390 0.123
H -1.610 0.493 3.923 0.021
H -1.695 -0.442 1.686 0.108
H 0.609 -1.871 -2.494 0.148
H 2.386 -1.443 -1.637 0.137
H 1.209 -2.209 0.495 0.082
H -0.356 -2.844 -0.305 0.153
H 2.081 2.318 -1.834 0.110
H 1.456 0.821 -2.645 0.095
H 0.853 2.471 -2.939 0.042
```

Results
calculated total energy: -12939.5709 eV
energy relative to the best compared isomer or geometry (same formula, charge and spin): 4.503 eV
Kohn-Sham gap: 8.8 eV
total charge: 0
SMILES string: C/C=N/C(=C1CC1)N(C)C#N
HOMO energy: -8.366 eV

---

Computed, not measured: a gas-phase ion, C8H11N3O (charge +2) in a non-equilibrium geometry, with ωB97M-V with the def2-TZVPD basis set.

XYZ file:
```
23
Properties=species:S:1:pos:R:3:lowdin_charge:R:1
N 2.337 -1.823 0.742 0.213
C 1.681 -1.036 -0.090 -0.084
N 1.532 -0.243 -0.933 0.127
O 0.765 0.449 -1.627 0.071
C -0.490 0.960 -0.976 -0.137
C -0.359 2.450 -0.832 0.026
C -0.506 2.948 0.389 -0.025
C -0.538 2.071 1.553 0.033
C -0.518 0.709 1.457 -0.011
C -0.705 0.080 0.179 -0.200
C -0.805 -1.239 0.116 -0.051
N -1.104 -2.229 -0.954 0.231
H 2.706 -2.722 0.397 0.165
H 2.947 -1.340 1.432 0.176
H -1.115 0.637 -1.779 0.163
H 0.059 3.068 -1.631 0.148
H -0.498 4.044 0.545 0.147
H -0.668 2.628 2.459 0.130
H -0.359 0.040 2.293 0.130
H -0.917 -1.766 1.085 0.161
H -1.899 -2.050 -1.486 0.142
H -1.228 -3.227 -0.622 0.212
H -0.317 -2.409 -1.715 0.235
```

Results
calculated total energy: -14968.9831 eV
energy relative to the best compared isomer or geometry (same formula, charge and spin): 3.950 eV
Kohn-Sham gap: 7.8 eV
total charge: +2
SMILES string: [NH2+]=C=NO[C@@H]1C=CC=C/C1=C/[NH3+]
HOMO energy: -16.221 eV

---

Computed, not measured: 2 unconnected molecules or ions with the total composition C8H11N3O3 in a non-equilibrium geometry, with ωB97M-V with the def2-TZVPD basis set.

XYZ file:
```
25
Properties=species:S:1:pos:R:3:lowdin_charge:R:1
C 1.798 -0.184 1.032 0.006
C 1.119 0.249 -0.028 -0.322
N 0.088 1.212 -0.011 0.021
C -0.843 1.491 -0.990 -0.055
C -1.700 2.438 -0.491 -0.114
N -1.295 2.722 0.796 0.055
C -0.267 2.014 1.110 -0.107
O 1.623 -0.123 -1.236 -0.027
C 2.336 -1.319 -1.060 -0.147
C 2.883 -1.146 0.407 -0.100
H 1.344 -0.474 1.991 0.116
H -0.831 1.150 -2.004 0.118
H -2.462 2.991 -0.769 0.054
H 0.294 1.946 1.929 0.088
H 2.992 -1.373 -1.875 0.106
H 1.562 -2.117 -1.066 0.127
H 3.752 -0.539 0.366 0.089
H 3.054 -2.115 0.788 0.090
N -2.145 -1.806 -0.480 0.185
C -2.035 -0.943 0.564 -0.664
O -1.145 -0.856 1.339 0.098
O -3.139 -0.114 0.625 0.056
H -2.820 -1.625 -1.225 0.120
H -1.308 -2.162 -0.862 0.085
H -2.855 0.684 1.152 0.121
```

Results
calculated total energy: -19085.7599 eV
energy relative to the best compared isomer or geometry (same formula, charge and spin): 0.369 eV
Kohn-Sham gap: 9.1 eV
total charge: 0
SMILES string: C1=C(n2ccnc2)OCC1.NC(=O)O
HOMO energy: -8.432 eV

---

Computed, not measured: C8H11N3OS in the gas phase in a non-equilibrium geometry, with ωB97M-V with the def2-TZVPD basis set.

XYZ file:
```
24
Properties=species:S:1:pos:R:3:lowdin_charge:R:1
N -2.666 -2.958 0.614 0.174
C -2.388 -1.831 0.643 -0.151
C -1.948 -0.411 0.644 -0.289
C -2.924 0.626 -0.101 -0.382
S -1.954 1.857 -1.033 0.915
C -0.410 1.260 -0.276 -0.561
C 0.847 1.473 -1.110 -0.215
C 1.997 0.774 -0.381 -0.171
C 1.777 -0.729 -0.244 -0.312
N 2.884 -1.328 0.451 0.038
C 0.373 -0.979 0.490 -0.373
O 0.333 -1.838 1.343 0.092
N -0.651 -0.163 0.085 -0.046
H -1.840 -0.093 1.700 0.159
H -3.478 1.148 0.660 0.059
H -3.651 0.069 -0.713 0.083
H -0.298 1.890 0.660 0.132
H 0.661 1.152 -2.137 0.108
H 1.021 2.592 -1.321 0.143
H 2.935 1.101 -0.883 0.125
H 2.017 1.246 0.634 0.131
H 1.695 -1.140 -1.293 0.167
H 3.022 -2.280 0.115 0.081
H 2.644 -1.438 1.455 0.092
```

Results
calculated total energy: -25826.9080 eV
energy relative to the best compared isomer or geometry (same formula, charge and spin): 0.627 eV
Kohn-Sham gap: 10.0 eV
total charge: 0
SMILES string: N#C[C@@H]1CS[C@@H]2CC[C@@H](N)C(=O)N12
HOMO energy: -9.424 eV

---

Computed, not measured: C8H11N3S2 in the gas phase in a non-equilibrium geometry, with ωB97M-V with the def2-TZVPD basis set.

XYZ file:
```
24
Properties=species:S:1:pos:R:3:lowdin_charge:R:1
C 4.187 0.156 1.207 -0.131
C 3.794 -0.329 -0.218 -0.338
N 2.390 -0.419 -0.262 -0.043
C 1.554 0.609 -0.424 -0.843
S 1.881 2.189 -0.793 0.611
N 0.200 0.207 -0.341 -0.078
N -0.232 -1.003 -0.253 0.011
C -1.530 -1.244 -0.180 -0.115
C -2.612 -0.245 -0.099 -0.541
C -3.851 -0.618 -0.585 -0.135
C -4.920 0.299 -0.325 -0.141
C -4.377 1.380 0.310 -0.403
S -2.660 1.346 0.520 1.042
H 4.098 1.393 1.202 0.100
H 3.455 -0.342 2.021 0.097
H 5.382 -0.303 1.477 0.130
H 4.132 -1.323 -0.586 0.113
H 4.269 0.217 -1.131 0.136
H 1.839 -1.246 -0.301 0.111
H -0.470 0.926 -0.575 0.058
H -1.843 -2.257 -0.228 0.096
H -3.873 -1.667 -0.833 0.104
H -5.942 0.024 -0.330 0.094
H -4.870 2.252 0.727 0.065
```

Results
calculated total energy: -34612.3318 eV
energy relative to the best compared isomer or geometry (same formula, charge and spin): 2.275 eV
Kohn-Sham gap: 8.1 eV
total charge: 0
SMILES string: CCNC(=S)N/N=C\c1cccs1
HOMO energy: -8.044 eV

---

Number 2 is which compound?
C8H11N3